(1)
The following is a quantum chemistry calculation of a molecular structure, C27H16BrN5NiO5Se in a non-equilibrium geometry, from the Open Molecules 2025 dataset.

total charge: -2
spin multiplicity: 1
E_tot: -8172.350493 a.u.
energy relative to the best compared isomer or geometry (same formula, charge and spin): 177.2 kJ/mol
frontier orbital gap (alpha / beta): 5.3 / 5.3 eV

Atoms and positions in Å:
Br: 0.826 5.917 5.979
Se: -0.720 -2.636 -0.378
Ni: -0.063 -0.211 -0.188
O: -1.468 0.184 -1.875
O: -0.351 -0.254 3.939
O: -3.593 0.886 -2.198
O: 1.746 -0.214 -0.923
O: 0.529 -0.413 1.867
N: 4.725 4.189 0.448
N: -1.743 0.137 0.718
N: 4.524 5.182 1.212
N: 2.797 -5.448 1.055
N: 0.371 1.953 -0.195
C: 3.589 5.265 2.221
C: 3.238 6.554 2.664
C: -3.944 1.060 2.042
C: 1.948 5.645 4.455
C: -2.619 0.535 -1.517
C: -2.822 0.658 2.752
C: 1.838 -5.041 1.890
C: -0.352 3.028 0.015
C: 0.806 -4.188 1.538
C: 2.399 3.245 0.051
C: 3.814 0.882 -0.671
C: -0.387 -0.194 2.706
C: 4.477 2.042 -0.378
C: 0.730 -3.709 0.228
C: 1.754 -4.100 -0.640
C: 2.400 0.812 -0.603
C: 3.845 3.224 0.072
C: 1.600 4.395 0.186
C: 2.280 4.360 4.063
C: 2.419 6.747 3.758
C: 1.710 2.044 -0.219
C: 3.078 4.171 2.950
C: -1.721 0.199 2.051
C: -3.937 1.003 0.656
C: 0.230 4.288 0.169
C: 2.739 -4.958 -0.185
C: -2.802 0.537 0.013
H: 3.325 3.161 2.650
H: 0.066 -3.884 2.266
H: 3.631 7.405 2.122
H: -4.817 1.435 2.565
H: 3.535 -5.283 -0.852
H: 2.158 7.746 4.079
H: 4.351 -0.009 -0.970
H: -1.429 2.904 0.029
H: 2.062 5.366 0.274
H: 1.762 -3.728 -1.656
H: -4.777 1.324 0.055
H: 1.910 -5.427 2.904
H: -2.768 0.702 3.831
H: 5.559 2.069 -0.420
H: -0.400 5.161 0.280
H: 1.905 3.504 4.608


(2)
The following is a quantum chemistry calculation of a molecular structure, C17H8BrF6NPdS, from the Open Molecules 2025 dataset.

total charge: -2
spin multiplicity: 1
E_tot: -4406.594440 a.u.
energy relative to the best compared isomer or geometry (same formula, charge and spin): 26.0 kJ/mol
frontier orbital gap (alpha / beta): 3.8 / 3.8 eV

Atoms and positions in Å:
Pd: -0.576 0.277 0.224
Br: 1.079 2.928 -3.929
S: 1.057 1.990 1.124
F: 2.819 3.532 2.985
F: 2.585 -0.639 0.727
F: 5.144 2.791 4.067
F: 6.226 0.343 3.524
F: -6.225 -2.576 0.463
F: 4.904 -1.350 1.843
N: 0.445 -0.423 -1.578
C: 4.365 -0.143 2.118
C: -4.706 -1.094 -0.618
C: -4.072 -2.208 1.412
C: -1.019 -0.622 -3.489
C: -2.835 -1.561 1.355
C: 5.046 0.710 2.968
C: 2.551 1.483 1.800
C: -0.468 -1.099 -2.324
C: -3.454 -0.479 -0.645
C: -0.623 0.630 -3.983
C: 4.491 1.945 3.237
C: -2.452 -0.671 0.331
C: 0.921 0.730 -2.121
C: 0.381 1.267 -3.270
C: 3.288 2.310 2.670
C: -4.991 -1.956 0.419
C: 3.164 0.234 1.554
H: 1.720 1.223 -1.584
H: -1.051 1.066 -4.875
H: -1.774 -1.205 -4.002
H: -5.448 -0.911 -1.388
H: -4.323 -2.891 2.217
H: -2.135 -1.764 2.160
H: -0.785 -2.048 -1.909
H: -3.247 0.181 -1.483


(3)
The following is a quantum chemistry calculation of a single C4H5NO2 molecule in a non-equilibrium geometry, from the Open Molecules 2025 dataset.

spin multiplicity: 1
E_tot: -360.405695 a.u.
energy relative to the best compared isomer or geometry (same formula, charge and spin): 692.4 kJ/mol
frontier orbital gap: 10.6 eV

Atoms and positions in Å:
O: 1.088 -1.306 0.088
O: -1.517 0.903 -0.208
N: 1.885 0.030 -0.068
C: -0.269 -0.691 -0.162
C: -0.108 0.644 0.353
C: -1.789 -0.596 0.124
C: 1.121 1.101 -0.155
H: 1.723 1.961 0.178
H: -2.152 -0.871 1.017
H: -2.320 -0.973 -0.812
H: -0.368 -0.524 -1.291
H: -0.386 0.674 1.384


(4)
The following is a quantum chemistry calculation of 6 unconnected molecules or ions with the total composition C16H30FNO11S in a non-equilibrium geometry, from the Open Molecules 2025 dataset.

spin multiplicity: 1
E_tot: -2007.882005 a.u.
energy relative to the best compared isomer or geometry (same formula, charge and spin): 40.2 kJ/mol
frontier orbital gap: 8.9 eV

Atoms and positions in Å:
S: -1.826 -2.677 -0.163
F: 0.750 1.092 0.986
O: 0.200 1.383 -3.428
O: -2.005 2.639 3.573
O: 3.281 -3.176 1.490
O: -3.900 2.565 4.812
O: -3.728 1.462 2.813
O: -2.503 -1.994 0.810
O: -1.179 -3.882 0.038
O: 2.206 1.099 -2.943
O: 3.914 -1.973 -0.104
O: 5.270 -3.668 0.616
O: 1.382 0.276 -4.812
N: 2.515 2.394 2.675
C: 1.826 2.102 -1.980
C: 2.096 -2.568 1.100
C: 1.301 -2.012 2.347
C: -0.776 -1.618 -1.201
C: 0.257 1.984 -2.081
C: 2.327 3.580 -2.292
C: -2.664 1.009 2.083
C: -2.987 1.216 0.643
C: -2.527 -2.541 -2.707
C: -1.466 1.712 2.693
C: 4.301 -3.022 0.647
C: -3.258 2.253 3.808
C: -3.023 -2.986 -1.414
C: 2.654 -1.435 0.281
C: -1.616 -1.303 -2.473
C: 1.229 0.919 -3.817
H: -0.386 -0.671 -0.752
H: 2.037 -1.210 -0.640
H: 0.490 -1.454 2.033
H: 2.008 3.985 -3.445
H: -1.006 -0.961 -3.343
H: -0.863 0.844 2.965
H: 0.127 -2.067 -1.525
H: -3.927 -2.541 -1.119
H: -3.779 0.633 0.141
H: -2.065 -3.442 -3.107
H: -2.765 0.046 2.366
H: -0.989 2.323 1.800
H: 1.741 2.020 2.827
H: 2.776 -0.567 0.996
H: -3.173 2.172 0.221
H: 3.256 2.160 3.266
H: -2.246 -0.445 -2.201
H: -3.222 -2.374 -3.466
H: 2.073 1.712 -1.018
H: 1.780 -1.456 3.076
H: -2.157 1.054 -0.107
H: -0.347 2.870 -2.175
H: 2.754 2.077 1.849
H: 1.411 -3.207 0.534
H: -0.219 1.292 -1.358
H: 1.669 4.237 -1.672
H: -3.541 -4.086 -1.323
H: 3.399 3.666 -2.080
H: 0.769 -2.788 2.924
H: 2.345 3.351 2.333


(5)
The following is a quantum chemistry calculation of a molecular structure, C2H4P2 in a non-equilibrium geometry, from the Open Molecules 2025 dataset.

spin multiplicity: 1
E_tot: -761.221688 a.u.
energy relative to the best compared isomer or geometry (same formula, charge and spin): 87.2 kJ/mol
frontier orbital gap: 8.7 eV

Atoms and positions in Å:
P: 1.016 0.593 0.355
P: -1.619 -0.087 0.074
C: 0.082 -0.991 0.438
C: -0.544 1.266 -0.283
H: 0.139 -1.686 -0.548
H: 0.141 -1.533 1.487
H: 1.586 0.184 -0.862
H: -0.801 2.255 -0.661


What is the spin multiplicity in the second record?
1